This record from the Open Molecules 2025 dataset describes 13 unconnected molecules or ions with the total composition C16H58O16 in a non-equilibrium geometry. The level of theory is ωB97M-V with the def2-TZVPD basis set.

Its LUMO energy is 0.0 eV. The spin multiplicity is 1. For the total energy, the calculation gives -1847.87167 a.u. The maximum force comes out at 2.7 eV/Å.

Each line ends with the Löwdin charge.
CARTESIAN COORDINATES (ANGSTROEM)
O 4.024 8.146 4.599  -0.06
O 1.432 5.206 -3.868  -0.12
O -4.640 -3.460 4.406  -0.14
O -5.044 -5.244 -1.830  -0.13
O 7.037 -0.634 2.490  -0.13
O -5.632 1.493 -2.417  -0.11
O 4.811 -4.381 -0.612  -0.06
O 4.731 -3.974 5.015  -0.14
O -2.972 6.055 1.232  -0.12
O -0.102 1.880 0.973  -0.04
O 3.662 4.953 2.575  -0.06
O -6.805 0.336 1.343  -0.11
O 0.206 -3.733 -5.622  -0.11
O 7.642 -5.911 -0.961  -0.08
O 0.721 -1.238 0.850  -0.08
O -2.221 0.074 -5.164  -0.14
C 0.439 -0.267 -0.177  -0.20
C -0.585 0.801 0.285  -0.29
C 5.843 0.004 2.248  -0.19
C -4.513 -4.024 -2.350  -0.16
C 1.412 -3.985 -4.995  -0.19
C 3.242 6.155 3.243  -0.25
C 3.498 -4.466 4.522  -0.16
C -1.206 1.030 -5.440  -0.15
C 6.498 -6.165 -0.081  -0.20
C 1.264 5.356 -2.481  -0.18
C -3.878 -3.075 3.236  -0.14
C -8.042 -0.309 1.416  -0.19
C 5.207 -5.730 -0.763  -0.27
C -6.867 1.833 -2.986  -0.19
C -3.964 5.440 0.452  -0.18
C 4.382 6.968 3.875  -0.24
H 7.937 -4.999 -0.908  0.07
H 6.618 -5.596 0.840  0.12
H 1.452 -1.799 0.580  0.07
H 0.684 5.647 -4.278  0.07
H -8.298 -0.951 0.573  0.08
H -0.566 0.603 -6.212  0.08
H -3.523 -3.801 -1.950  0.07
H -5.949 -5.320 -2.142  0.07
H -6.623 0.768 2.181  0.08
H 4.405 -6.331 -0.336  0.11
H 3.336 -5.398 5.065  0.08
H 6.420 -7.220 0.182  0.12
H -2.882 6.938 0.866  0.07
H 7.426 -0.309 3.306  0.08
H 6.051 1.043 2.505  0.08
H -8.907 0.322 1.617  0.07
H -5.073 -3.176 -1.957  0.07
H -0.071 -0.886 -0.916  0.11
H 5.151 7.185 3.134  0.12
H -0.141 -2.853 -5.457  0.08
H 5.059 -0.367 2.907  0.08
H -3.537 -2.040 3.220  0.07
H 2.833 -3.617 4.678  0.08
H 1.402 -3.659 -3.955  0.07
H 5.753 -0.089 1.165  0.09
H -1.746 1.915 -5.774  0.08
H 1.951 4.667 -1.989  0.08
H 0.226 5.176 -2.201  0.07
H -4.497 -4.123 -3.436  0.08
H -4.080 4.366 0.602  0.07
H -2.973 0.488 -4.734  0.07
H -0.651 1.195 -4.517  0.07
H -0.769 2.514 1.247  0.09
H -4.069 -3.307 5.163  0.06
H -6.870 2.021 -4.060  0.08
H 2.858 4.432 2.513  0.08
H -1.120 1.183 -0.585  0.11
H -5.800 1.111 -1.552  0.07
H 1.562 6.339 -2.116  0.07
H 3.542 -4.621 3.444  0.07
H -7.352 2.676 -2.493  0.07
H 1.324 0.213 -0.595  0.12
H 2.415 5.933 3.916  0.11
H -3.745 5.692 -0.585  0.08
H -4.945 5.772 0.790  0.07
H 1.763 -5.015 -5.047  0.09
H 5.331 -3.842 -1.213  0.08
H -7.625 1.053 -2.916  0.07
H 2.107 -3.249 -5.402  0.07
H -4.473 -3.229 2.335  0.08
H 4.906 6.328 4.585  0.11
H -1.478 0.340 0.708  0.11
H -8.079 -0.904 2.329  0.07
H 2.682 6.810 2.575  0.11
H 5.211 -6.028 -1.811  0.12
H -2.977 -3.688 3.262  0.07
H 5.050 -3.382 4.331  0.06
H 3.790 7.935 5.505  0.08